A single C19H23N3O4 molecule. Source: the OMol25 dataset; level of theory: ωB97M-V with the def2-TZVPD basis set.

Output
energy above the lowest of the compared OMol25 structures with the same formula, charge and spin: 2.991 eV
multiplicity: 1
SMILES: CCOc1ccccc1NC(=O)NNC(=O)COc1cccc(C)c1C
Kohn-Sham gap: 9.10 eV

Last column: Löwdin charge in e.
Geometry (Å):
C (2.06, 3.10, -2.07)  -0.05
C (1.19, 1.85, -1.91)  -0.23
O (1.89, 0.77, -1.33)  -0.06
C (2.20, 0.78, 0.00)  -0.22
C (1.72, 1.69, 0.93)  -0.02
C (2.09, 1.61, 2.26)  -0.08
C (2.96, 0.63, 2.68)  -0.10
C (3.44, -0.30, 1.77)  -0.02
C (3.06, -0.25, 0.44)  -0.18
N (3.59, -1.18, -0.46)  0.16
C (3.01, -1.95, -1.43)  -0.54
O (3.68, -2.57, -2.23)  0.07
N (1.64, -2.01, -1.50)  0.10
N (0.79, -1.69, -0.45)  0.08
C (0.85, -2.28, 0.76)  -0.47
O (1.52, -3.26, 1.01)  0.10
C (-0.01, -1.59, 1.82)  -0.09
O (-0.83, -0.56, 1.33)  -0.07
C (-1.98, -0.90, 0.65)  -0.22
C (-2.31, -2.20, 0.30)  -0.02
C (-3.49, -2.44, -0.39)  -0.07
C (-4.32, -1.39, -0.74)  -0.05
C (-3.99, -0.09, -0.41)  -0.24
C (-4.89, 1.04, -0.80)  -0.04
C (-2.81, 0.17, 0.29)  -0.16
C (-2.43, 1.58, 0.66)  -0.02
H (1.49, 3.88, -2.57)  0.08
H (2.93, 2.86, -2.67)  0.08
H (2.39, 3.47, -1.11)  0.07
H (0.89, 1.48, -2.89)  0.13
H (0.29, 2.08, -1.33)  0.11
H (1.05, 2.49, 0.62)  0.11
H (1.70, 2.33, 2.96)  0.11
H (3.26, 0.57, 3.71)  0.10
H (4.12, -1.08, 2.08)  0.12
H (4.58, -1.38, -0.35)  0.16
H (1.31, -2.74, -2.12)  0.16
H (0.29, -0.81, -0.54)  0.14
H (-0.57, -2.34, 2.38)  0.14
H (0.69, -1.10, 2.52)  0.13
H (-1.67, -3.02, 0.55)  0.11
H (-3.75, -3.45, -0.66)  0.11
H (-5.23, -1.59, -1.28)  0.11
H (-5.24, 1.58, 0.08)  0.08
H (-4.37, 1.75, -1.44)  0.08
H (-5.76, 0.67, -1.34)  0.08
H (-3.21, 2.03, 1.27)  0.09
H (-1.50, 1.58, 1.21)  0.07
H (-2.32, 2.19, -0.24)  0.08

A single C19H23N3O4 molecule. Source: the OMol25 dataset; level of theory: ωB97M-V with the def2-TZVPD basis set.

Output
energy above the lowest of the compared OMol25 structures with the same formula, charge and spin: 2.362 eV
multiplicity: 1
SMILES: CCOc1ccccc1NC(=O)N1CCC[C@@H]1C(=O)NCc1ccco1
Kohn-Sham gap: 8.98 eV

Last column: Löwdin charge in e.
Geometry (Å):
C (3.16, -3.93, -2.20)  -0.07
C (2.71, -2.49, -2.02)  -0.25
O (2.56, -2.11, -0.66)  -0.09
C (1.47, -2.68, -0.02)  -0.22
C (1.58, -3.87, 0.67)  -0.02
C (0.48, -4.42, 1.31)  -0.09
C (-0.74, -3.76, 1.26)  -0.08
C (-0.86, -2.55, 0.59)  -0.01
C (0.24, -1.99, -0.04)  -0.15
N (0.24, -0.76, -0.69)  0.18
C (-0.79, 0.15, -0.80)  -0.48
O (-1.94, -0.09, -0.45)  0.03
N (-0.43, 1.34, -1.34)  0.01
C (0.88, 1.73, -1.81)  -0.14
C (0.71, 3.18, -2.25)  -0.15
C (-0.77, 3.25, -2.65)  -0.12
C (-1.43, 2.37, -1.60)  -0.17
C (-1.72, 3.16, -0.30)  -0.43
O (-1.33, 4.29, -0.12)  0.07
N (-2.44, 2.44, 0.58)  0.09
C (-2.63, 2.86, 1.94)  -0.08
C (-1.75, 2.10, 2.88)  -0.25
C (-1.28, 0.82, 2.83)  -0.02
C (-0.48, 0.64, 3.98)  -0.06
C (-0.52, 1.83, 4.65)  -0.13
O (-1.29, 2.71, 3.99)  0.05
H (4.07, -4.12, -1.65)  0.08
H (2.39, -4.62, -1.86)  0.07
H (3.34, -4.12, -3.26)  0.08
H (3.48, -1.81, -2.41)  0.12
H (1.77, -2.32, -2.57)  0.12
H (2.54, -4.37, 0.70)  0.12
H (0.57, -5.35, 1.84)  0.10
H (-1.60, -4.19, 1.74)  0.10
H (-1.81, -2.04, 0.56)  0.10
H (1.16, -0.47, -0.97)  0.12
H (1.63, 1.64, -1.02)  0.13
H (1.18, 1.10, -2.66)  0.13
H (1.38, 3.45, -3.06)  0.11
H (0.87, 3.85, -1.41)  0.11
H (-1.15, 4.27, -2.61)  0.12
H (-0.92, 2.85, -3.65)  0.12
H (-2.36, 1.90, -1.95)  0.16
H (-2.61, 1.46, 0.36)  0.11
H (-3.68, 2.73, 2.22)  0.13
H (-2.38, 3.93, 2.01)  0.13
H (-1.47, 0.08, 2.07)  0.09
H (0.06, -0.24, 4.27)  0.10
H (-0.07, 2.16, 5.57)  0.12

A single C19H23N3O5 molecule. Source: the OMol25 dataset; level of theory: ωB97M-V with the def2-TZVPD basis set.

Output
energy above the lowest of the compared OMol25 structures with the same formula, charge and spin: 2.464 eV
multiplicity: 1
SMILES: COc1ccc(/C=C(\C#N)C(=O)OCC(=O)NC(=O)NCCC(C)C)cc1
Kohn-Sham gap: 7.94 eV

Last column: Löwdin charge in e.
Geometry (Å):
C (8.32, 2.35, 0.12)  -0.08
O (7.55, 1.58, -0.77)  -0.07
C (6.37, 1.09, -0.37)  -0.26
C (5.81, 1.28, 0.89)  -0.01
C (4.58, 0.73, 1.19)  -0.01
C (3.86, -0.03, 0.25)  -0.20
C (2.59, -0.56, 0.64)  0.06
C (1.69, -1.29, -0.06)  -0.12
C (1.80, -1.71, -1.40)  -0.20
N (1.85, -2.07, -2.49)  0.19
C (0.45, -1.69, 0.63)  -0.45
O (0.22, -1.47, 1.80)  0.09
O (-0.40, -2.32, -0.19)  0.03
C (-1.61, -2.82, 0.37)  -0.04
C (-2.73, -1.77, 0.39)  -0.41
O (-3.73, -1.90, -0.27)  0.08
N (-2.47, -0.73, 1.22)  0.20
C (-3.23, 0.47, 1.41)  -0.51
O (-2.76, 1.33, 2.12)  0.08
N (-4.41, 0.49, 0.79)  0.09
C (-5.25, 1.67, 0.80)  -0.16
C (-5.26, 2.39, -0.56)  -0.16
C (-6.30, 1.87, -1.58)  -0.43
C (-7.72, 2.21, -1.15)  -0.08
C (-6.17, 0.38, -1.85)  -0.08
C (4.44, -0.21, -1.02)  0.00
C (5.66, 0.33, -1.32)  0.02
H (7.78, 3.26, 0.42)  0.10
H (8.60, 1.78, 1.01)  0.10
H (9.22, 2.63, -0.43)  0.10
H (6.32, 1.85, 1.65)  0.11
H (4.16, 0.88, 2.17)  0.12
H (2.29, -0.35, 1.66)  0.13
H (-1.43, -3.19, 1.38)  0.14
H (-1.92, -3.64, -0.29)  0.14
H (-1.60, -0.74, 1.75)  0.12
H (-4.64, -0.28, 0.18)  0.09
H (-4.84, 2.33, 1.56)  0.12
H (-6.26, 1.38, 1.09)  0.12
H (-4.26, 2.31, -0.99)  0.12
H (-5.46, 3.44, -0.38)  0.11
H (-6.10, 2.41, -2.51)  0.13
H (-8.43, 1.93, -1.93)  0.08
H (-8.00, 1.68, -0.24)  0.07
H (-7.83, 3.28, -0.97)  0.08
H (-5.14, 0.11, -2.10)  0.08
H (-6.48, -0.21, -0.99)  0.08
H (-6.80, 0.10, -2.69)  0.08
H (3.92, -0.79, -1.76)  0.09
H (6.11, 0.19, -2.29)  0.12

C19H23N3PdS4 as an isolated structure. Source: the OMol25 dataset; level of theory: ωB97M-V with the def2-TZVPD basis set.

Output
multiplicity: 1
Kohn-Sham gap: 3.30 eV
total charge: -2

Last column: Löwdin charge in e.
Geometry (Å):
Pd (0.33, -0.41, -1.04)  -0.01
C (0.58, 0.50, 2.14)  -0.22
N (-0.06, -0.38, 1.18)  -0.07
C (-0.71, -1.43, 1.61)  -0.14
C (-1.34, -2.32, 0.75)  -0.34
C (-2.17, -3.47, 0.98)  -0.11
C (-2.54, -3.95, -0.27)  -0.18
C (-1.92, -3.12, -1.22)  -0.24
N (-1.23, -2.13, -0.62)  -0.01
C (0.50, 0.18, 3.64)  -0.21
C (1.16, -0.95, 4.16)  -0.05
C (1.09, -1.27, 5.52)  -0.10
C (0.39, -0.44, 6.38)  -0.14
C (-0.22, 0.70, 5.90)  -0.12
C (-0.15, 1.03, 4.54)  -0.05
H (0.18, 1.52, 1.98)  0.10
H (1.63, 0.58, 1.85)  0.08
H (-0.80, -1.61, 2.70)  0.11
H (-2.43, -3.87, 1.95)  0.06
H (-3.15, -4.80, -0.50)  0.05
H (-1.94, -3.19, -2.30)  0.07
H (1.77, -1.57, 3.50)  0.12
H (1.57, -2.17, 5.90)  0.09
H (0.38, -0.68, 7.44)  0.08
H (-0.76, 1.39, 6.57)  0.09
H (-0.60, 1.96, 4.19)  0.11
C (1.67, 1.27, -4.45)  -0.54
C (0.39, 0.55, -4.81)  -0.55
S (-0.20, -0.63, -3.55)  0.83
C (-1.83, 0.08, -3.15)  -0.56
C (-1.86, 1.52, -2.65)  -0.55
S (-1.29, 1.73, -0.94)  0.82
C (0.12, 2.87, -1.12)  -0.55
C (1.31, 2.35, -1.89)  -0.61
S (1.38, 2.84, -3.59)  0.83
H (2.15, 1.59, -5.37)  0.05
H (2.37, 0.64, -3.92)  0.06
H (0.54, -0.06, -5.70)  0.04
H (-0.40, 1.27, -5.03)  0.05
H (-2.25, -0.63, -2.41)  0.04
H (-2.44, -0.02, -4.06)  0.06
H (-2.89, 1.91, -2.67)  0.06
H (-1.24, 2.14, -3.30)  0.03
H (0.45, 2.99, -0.09)  0.05
H (-0.27, 3.82, -1.47)  0.05
H (1.31, 1.24, -1.79)  -0.01
H (2.27, 2.66, -1.47)  0.05
S (2.78, -0.98, -0.44)  0.43
C (3.83, 0.02, -1.23)  -1.04
N (4.53, 0.75, -1.83)  -0.05

A single C19H23N5OS molecule. Source: the OMol25 dataset; level of theory: ωB97M-V with the def2-TZVPD basis set.

Output
energy above the lowest of the compared OMol25 structures with the same formula, charge and spin: 0.000 eV
multiplicity: 1
SMILES: CCn1c(SCC(=O)NC2CCCC2)nnc1-c1c[nH]c2ccccc12
Kohn-Sham gap: 8.72 eV

Last column: Löwdin charge in e.
Geometry (Å):
C (-1.19, -3.92, -0.01)  -0.06
C (-0.99, -2.60, 0.73)  -0.20
N (-0.32, -1.64, -0.11)  -0.01
C (1.02, -1.61, -0.41)  -0.61
S (2.17, -2.64, 0.38)  1.00
C (3.72, -2.07, -0.39)  -0.35
C (4.22, -0.77, 0.26)  -0.57
O (5.09, -0.78, 1.10)  0.05
N (3.60, 0.32, -0.22)  0.10
C (3.81, 1.64, 0.32)  -0.30
C (3.69, 2.69, -0.79)  -0.14
C (2.18, 2.84, -1.00)  -0.18
C (1.54, 2.55, 0.37)  -0.18
C (2.67, 2.03, 1.28)  -0.13
N (1.26, -0.71, -1.32)  0.00
N (0.10, -0.13, -1.65)  0.09
C (-0.85, -0.68, -0.94)  -0.26
C (-2.25, -0.32, -0.99)  -0.11
C (-3.00, -0.21, -2.13)  -0.02
N (-4.27, 0.15, -1.81)  0.09
C (-4.37, 0.32, -0.46)  -0.21
C (-5.45, 0.71, 0.33)  -0.02
C (-5.24, 0.82, 1.69)  -0.09
C (-3.98, 0.57, 2.25)  -0.09
C (-2.91, 0.19, 1.48)  -0.04
C (-3.10, 0.04, 0.10)  -0.13
H (-0.23, -4.34, -0.29)  0.06
H (-1.79, -3.76, -0.90)  0.08
H (-1.71, -4.62, 0.64)  0.08
H (-1.95, -2.18, 1.02)  0.11
H (-0.37, -2.75, 1.62)  0.11
H (3.52, -1.95, -1.45)  0.08
H (4.43, -2.87, -0.21)  0.08
H (2.81, 0.20, -0.86)  0.09
H (4.78, 1.63, 0.82)  0.14
H (4.21, 2.38, -1.69)  0.11
H (4.13, 3.62, -0.44)  0.11
H (1.93, 3.84, -1.36)  0.10
H (1.83, 2.12, -1.73)  0.09
H (0.75, 1.80, 0.26)  0.08
H (1.09, 3.44, 0.80)  0.10
H (3.02, 2.82, 1.94)  0.11
H (2.36, 1.19, 1.89)  0.11
H (-2.71, -0.39, -3.14)  0.13
H (-5.02, 0.30, -2.47)  0.16
H (-6.41, 0.91, -0.11)  0.11
H (-6.05, 1.12, 2.33)  0.10
H (-3.85, 0.69, 3.32)  0.10
H (-1.94, 0.03, 1.92)  0.11

C19H23N8O3PrS2 as an isolated structure. Source: the OMol25 dataset; level of theory: ωB97M-V with the def2-TZVPD basis set.

Output
⟨S²⟩: 2.00
energy above the lowest of the compared OMol25 structures with the same formula, charge and spin: 0.343 eV
multiplicity: 3
Kohn-Sham gap (spin up / spin down): 6.98 / 7.05 eV

Last column: Löwdin charge in e.
Geometry (Å):
Pr (0.32, -0.17, -0.50)  0.64
C (1.30, 0.70, 3.04)  0.02
C (0.85, -1.41, 1.70)  -0.27
N (2.25, -1.04, -0.18)  -0.18
N (2.69, 0.25, -0.17)  -0.07
C (2.58, 1.02, -1.19)  -0.86
N (3.26, 2.23, -1.23)  0.05
S (1.62, 0.73, -2.68)  0.61
C (0.00, -2.44, 1.39)  -0.17
C (0.42, -3.66, 0.76)  -0.04
C (-0.44, -4.67, 0.53)  -0.09
C (-1.81, -4.54, 0.91)  -0.08
C (-2.22, -3.39, 1.50)  -0.06
N (-1.37, -2.36, 1.73)  -0.01
H (0.85, 1.64, 3.38)  0.09
H (2.13, 0.93, 2.37)  0.08
H (1.68, 0.15, 3.89)  0.09
H (3.62, 2.55, -0.35)  0.09
H (2.82, 2.94, -1.80)  0.06
H (1.47, -3.71, 0.48)  0.13
H (-0.12, -5.58, 0.04)  0.11
H (-2.51, -5.34, 0.72)  0.10
H (-3.24, -3.22, 1.80)  0.14
N (-2.18, 0.48, -0.82)  -0.05
C (-2.78, -0.54, 0.06)  -0.16
C (-2.41, -0.18, 1.52)  -0.44
O (-2.92, 0.80, 2.02)  0.08
N (-1.86, -1.20, 2.33)  0.02
C (-0.89, -0.62, 3.24)  -0.02
C (0.25, -0.12, 2.30)  -0.51
O (2.16, -1.44, 1.26)  -0.08
O (-0.36, 0.60, 1.28)  -0.30
H (-2.32, 1.37, -0.33)  0.11
H (-2.72, 0.53, -1.69)  0.11
H (-2.45, -1.54, -0.25)  0.05
H (-3.88, -0.51, 0.03)  0.14
H (-0.55, -1.36, 3.97)  0.15
H (-1.37, 0.22, 3.74)  0.14
N (0.53, -1.77, -4.26)  0.13
C (-0.45, -2.42, -3.65)  -0.76
S (-0.68, -2.43, -1.98)  0.80
N (-1.36, -3.14, -4.32)  0.04
C (-1.46, -3.59, -5.64)  -0.24
C (-2.75, -3.91, -6.08)  -0.03
C (-2.94, -4.43, -7.34)  -0.08
C (-1.85, -4.65, -8.17)  -0.09
C (-0.58, -4.33, -7.74)  -0.08
C (-0.37, -3.80, -6.48)  -0.03
H (1.10, -1.09, -3.72)  -0.04
H (0.51, -1.65, -5.26)  0.11
H (-2.09, -3.49, -3.70)  0.11
H (-3.58, -3.74, -5.41)  0.12
H (-3.94, -4.67, -7.67)  0.11
H (-2.01, -5.07, -9.15)  0.10
H (0.27, -4.51, -8.39)  0.11
H (0.63, -3.60, -6.12)  0.11

A single C19H23NO4 molecule. Source: the OMol25 dataset; level of theory: ωB97M-V with the def2-TZVPD basis set.

Output
energy above the lowest of the compared OMol25 structures with the same formula, charge and spin: 1.291 eV
multiplicity: 1
SMILES: CCCOc1ccc(OCC(=O)c2[nH]c(C)c(C(C)=O)c2C)cc1
Kohn-Sham gap: 8.53 eV

Last column: Löwdin charge in e.
Geometry (Å):
C (4.23, 0.27, 0.47)  -0.09
C (2.97, 0.69, -0.27)  -0.23
C (2.91, 2.20, -0.49)  -0.20
O (1.71, 2.59, -1.14)  -0.05
C (0.53, 2.39, -0.50)  -0.28
C (-0.61, 2.31, -1.30)  0.02
C (-1.85, 2.05, -0.75)  0.00
C (-1.98, 1.88, 0.62)  -0.28
O (-3.15, 1.50, 1.25)  -0.07
C (-4.11, 0.83, 0.47)  -0.10
C (-3.57, -0.30, -0.42)  -0.34
O (-4.14, -0.56, -1.46)  0.08
C (-2.35, -0.94, 0.02)  -0.14
N (-1.90, -0.89, 1.32)  0.15
C (-0.67, -1.41, 1.41)  -0.22
C (0.06, -1.48, 2.69)  0.00
C (-0.27, -1.83, 0.13)  -0.06
C (1.04, -2.42, -0.11)  -0.40
C (1.36, -2.91, -1.50)  0.00
O (1.87, -2.51, 0.78)  0.06
C (-1.35, -1.54, -0.75)  -0.12
C (-1.45, -1.74, -2.22)  -0.02
C (-0.87, 2.05, 1.43)  -0.01
C (0.38, 2.30, 0.88)  -0.01
H (5.12, 0.50, -0.11)  0.07
H (4.31, 0.78, 1.43)  0.07
H (4.21, -0.81, 0.65)  0.07
H (2.93, 0.19, -1.24)  0.12
H (2.10, 0.37, 0.30)  0.09
H (3.70, 2.52, -1.17)  0.13
H (3.03, 2.74, 0.46)  0.12
H (-0.49, 2.42, -2.37)  0.12
H (-2.70, 1.96, -1.41)  0.12
H (-4.83, 0.40, 1.19)  0.14
H (-4.67, 1.53, -0.18)  0.14
H (-2.41, -0.48, 2.08)  0.17
H (0.40, -2.50, 2.88)  0.09
H (0.96, -0.87, 2.64)  0.09
H (-0.56, -1.15, 3.52)  0.08
H (2.34, -3.37, -1.50)  0.09
H (0.62, -3.63, -1.82)  0.08
H (1.35, -2.08, -2.20)  0.08
H (-2.39, -1.35, -2.57)  0.07
H (-0.63, -1.24, -2.73)  0.08
H (-1.41, -2.80, -2.47)  0.09
H (-0.98, 1.95, 2.50)  0.12
H (1.22, 2.40, 1.55)  0.11

A single C19H23NO4 molecule. Source: the OMol25 dataset; level of theory: ωB97M-V with the def2-TZVPD basis set.

Output
energy above the lowest of the compared OMol25 structures with the same formula, charge and spin: 0.000 eV
multiplicity: 1
SMILES: CC(C)CCNC(=O)COc1ccc2c3c(c(=O)oc2c1)CCC3
Kohn-Sham gap: 8.60 eV

Last column: Löwdin charge in e.
Geometry (Å):
C (2.40, 3.69, 0.09)  -0.07
C (1.67, 2.77, -0.88)  -0.44
C (0.18, 3.11, -0.90)  -0.08
C (1.84, 1.30, -0.50)  -0.17
C (3.28, 0.80, -0.57)  -0.16
N (3.34, -0.63, -0.33)  0.08
C (3.60, -1.14, 0.89)  -0.51
O (4.06, -0.51, 1.81)  0.07
C (3.30, -2.64, 1.02)  -0.08
O (2.33, -3.13, 0.11)  -0.04
C (1.07, -2.63, 0.17)  -0.26
C (0.17, -3.18, -0.76)  0.00
C (-1.12, -2.71, -0.83)  0.00
C (-1.55, -1.67, 0.00)  -0.10
C (-2.86, -1.09, -0.02)  -0.11
C (-3.16, -0.07, 0.82)  -0.09
C (-2.21, 0.49, 1.76)  -0.39
O (-2.39, 1.41, 2.51)  0.13
O (-0.97, -0.12, 1.76)  0.13
C (-0.65, -1.14, 0.93)  -0.17
C (0.65, -1.63, 1.03)  0.07
C (-4.58, 0.38, 0.66)  -0.11
C (-5.02, -0.31, -0.64)  -0.16
C (-4.03, -1.46, -0.86)  -0.12
H (3.48, 3.53, 0.04)  0.07
H (2.07, 3.51, 1.11)  0.09
H (2.20, 4.73, -0.16)  0.08
H (2.07, 2.92, -1.89)  0.13
H (-0.25, 2.97, 0.09)  0.08
H (-0.36, 2.48, -1.60)  0.07
H (0.03, 4.15, -1.18)  0.07
H (1.22, 0.68, -1.16)  0.12
H (1.47, 1.15, 0.52)  0.12
H (3.90, 1.27, 0.20)  0.12
H (3.71, 1.01, -1.56)  0.13
H (2.91, -1.23, -1.02)  0.14
H (3.02, -2.84, 2.06)  0.14
H (4.21, -3.21, 0.79)  0.14
H (0.51, -3.96, -1.41)  0.12
H (-1.81, -3.13, -1.54)  0.12
H (1.30, -1.19, 1.77)  0.13
H (-4.66, 1.47, 0.62)  0.12
H (-5.17, 0.05, 1.52)  0.13
H (-6.05, -0.66, -0.58)  0.11
H (-4.95, 0.40, -1.47)  0.11
H (-3.76, -1.58, -1.91)  0.12
H (-4.44, -2.42, -0.51)  0.13